Formula: C2H15O5S
Source: OMol25
Level of theory: the ωB97M-V functional and the def2-TZVPD basis

* total charge: -1
* HOMO-LUMO gap: 0.255 hartree
* relative energy (zero: lowest compared OMol25 entry of this formula, charge and spin): 0.729 eV

Last column: natural (NBO) charge in e.
Element x y z (Å)
C1 3.3657 -0.3561 -0.2322  -0.624
C2 2.4530 0.8686 -0.2049  -0.519
S1 0.9426 0.5840 0.7977  -0.730
H1 2.8434 -1.2771 -0.6064  0.206
H2 3.7477 -0.7222 0.7298  0.197
H3 4.2760 -0.2086 -0.8796  0.175
H4 2.0761 1.1271 -1.2824  0.179
H5 3.0127 1.7737 0.1516  0.182
H6 -0.7979 2.3546 1.6231  0.501
H7 -2.1719 2.1353 1.9440  0.466
O1 -1.6288 2.8062 1.4634  -0.972
H8 -2.7360 -1.7535 1.2826  0.499
H9 -1.7551 -1.8035 2.4559  0.466
O2 -2.6728 -1.6415 2.2863  -0.974
H10 -1.9884 2.2943 -0.6846  0.501
H11 -0.8886 1.7227 -1.5573  0.483
O3 -1.8476 1.8222 -1.5859  -0.992
H12 0.5351 -2.7651 -0.9740  0.458
H13 0.2477 -1.2779 -0.4424  0.508
O4 0.2295 -1.8728 -1.2189  -1.015
H14 -2.3593 -0.5645 -1.2835  0.500
H15 -2.1531 -1.9747 -1.0275  0.476
O5 -2.7301 -1.2711 -0.7550  -0.972

Formula: C3H3NOS
Source: OMol25
Level of theory: the ωB97M-V functional and the def2-TZVPD basis

* SMILES: C#CC(=O)NS
* HOMO-LUMO gap: 0.347 hartree
* relative energy (zero: lowest compared OMol25 entry of this formula, charge and spin): 2.136 eV

Last column: natural (NBO) charge in e.
Element x y z (Å)
C1 -0.2356 1.7528 -1.7693  -0.130
C2 -0.2700 0.8076 -0.9863  -0.133
C3 -0.3975 -0.3377 -0.0986  0.579
O1 -1.0315 -1.3712 -0.2042  -0.584
N1 0.5387 -0.2761 0.8963  -0.716
S1 0.7095 -1.5018 2.1162  0.163
H1 -0.1448 2.5278 -2.5111  0.246
H2 1.1105 0.5346 1.0348  0.410
H3 -0.2793 -2.1360 1.5221  0.165

Formula: CH4BrN2
Source: OMol25
Level of theory: the ωB97M-V functional and the def2-TZVPD basis

* total charge: +1
* SMILES: [NH2+]=CNBr
* HOMO-LUMO gap: 0.368 hartree
* relative energy (zero: lowest compared OMol25 entry of this formula, charge and spin): 1.321 eV

Last column: natural (NBO) charge in e.
Element x y z (Å)
N1 0.7183 0.9315 -0.0067  -0.694
C1 0.4545 -0.3381 -0.0567  0.383
N2 -0.7966 -0.8560 0.0540  -0.628
Br1 -2.4474 0.0534 -0.0498  0.343
H1 1.6194 1.2376 -0.4071  0.446
H2 0.1037 1.6541 0.3770  0.446
H3 1.3812 -0.8910 -0.2255  0.252
H4 -1.0332 -1.7914 0.3148  0.452

Formula: C3H9ISi
Source: OMol25
Level of theory: the ωB97M-V functional and the def2-TZVPD basis

* SMILES: C[SiH2]CCI
* HOMO-LUMO gap: 0.359 hartree
* relative energy (zero: lowest compared OMol25 entry of this formula, charge and spin): 2.256 eV

Last column: natural (NBO) charge in e.
Element x y z (Å)
C1 0.7816 1.5855 0.8180  -1.098
Si1 1.2272 -0.2561 0.6918  1.098
C2 -0.2768 -1.1650 -0.2113  -0.842
C3 -1.3593 -0.3559 -1.1406  -0.564
I1 -3.2226 -1.2437 -0.9141  0.108
H1 1.4793 2.1960 1.4003  0.244
H2 0.8389 2.0240 -0.2887  0.241
H3 -0.1586 1.7318 1.3135  0.240
H4 1.4581 -0.9523 2.0329  -0.158
H5 2.3215 -0.4021 -0.2925  -0.179
H6 0.1883 -1.8422 -0.8811  0.227
H7 -0.8008 -1.7974 0.6038  0.240
H8 -1.2880 0.7431 -0.9481  0.222
H9 -1.1887 -0.2656 -2.1839  0.220

Number 1: highest occupied orbital energy -3.47 eV. Number 2: highest occupied orbital energy -8.88 eV. Number 3: highest occupied orbital energy -15.15 eV. Number 4: highest occupied orbital energy -9.22 eV.